# 1
2 unconnected molecules or ions with the total composition C7H9FIN3O2 in a non-equilibrium geometry, computed with ωB97M-V with the def2-TZVPD basis set.

## Properties
relative energy (zero: lowest compared OMol25 entry of this formula, charge and spin) = 1.628 eV
multiplicity = 1

Structure (XYZ):
```
23
Properties=species:S:1:pos:R:3:forces:R:3:lowdin_charge:R:1
H -1.4624 -0.1233 1.6509 -1.1716 -0.8783 1.9314 0.100
F -2.2976 2.2250 1.2448 -0.1490 0.2639 0.8703 0.000
O -2.0419 -2.7422 -0.8675 1.0485 -1.4589 -2.2584 0.153
C 0.6831 -1.1471 -0.0080 -0.5240 1.0847 -1.1618 -0.057
O -2.0902 -1.9830 1.1691 -0.7265 -0.9224 0.5862 0.118
N 2.6860 1.8635 -0.8013 -0.7707 -0.1057 -1.9640 0.067
C 2.7410 1.7555 0.4812 -0.3943 -1.0338 -0.7245 -0.226
C 1.6196 0.0438 -0.1660 -2.8095 -2.5830 0.7160 -0.312
C -1.8837 1.3702 0.3460 2.9025 1.7539 -4.4829 -0.769
H 1.6452 0.4747 -2.2488 0.0058 0.3286 -1.2018 0.094
H 0.6393 -1.6877 0.8927 1.0609 -0.5068 1.5134 0.106
N 2.1069 0.6474 0.9269 0.2528 0.4206 2.7009 0.094
H -1.3419 -2.8216 -1.5670 -1.0980 0.3490 0.5699 0.159
H 1.9376 0.4654 1.9608 0.1806 -0.0371 -2.3490 0.199
H 3.2886 2.3091 1.1613 0.9641 1.4480 0.8897 0.098
H -0.9836 2.0356 -0.6178 -2.9028 -1.8379 2.8024 0.204
C 1.8730 0.7793 -1.2700 2.0482 1.1168 2.7950 -0.068
N -1.1785 0.3020 0.8311 1.5536 0.5678 -2.3776 -0.003
I -3.6769 0.8482 -0.9737 0.2056 0.1155 0.3451 0.662
H -0.6972 -0.1966 -1.2044 -1.3227 -0.8062 1.3869 0.151
C -0.8083 -0.7081 -0.1784 2.0693 2.2498 -1.8990 -0.293
H 0.9424 -1.8316 -0.8011 -0.1240 -0.5259 -0.2907 0.117
C -1.7005 -1.8784 0.0390 -0.2986 0.9974 1.6026 -0.596
```
Positions in Å, forces in eV/Å.

***

# 2
A molecular structure, C28H44BrN3P2Zr in a non-equilibrium geometry, computed with ωB97M-V with the def2-TZVPD basis set.

## Properties
relative energy (zero: lowest compared OMol25 entry of this formula, charge and spin) = 2.453 eV
charge = +4
multiplicity = 1

Structure (XYZ):
```
79
Properties=species:S:1:pos:R:3:forces:R:3:lowdin_charge:R:1
C 3.3964 -1.3395 -2.1069 1.6722 0.8712 0.7432 0.084
H 3.6506 4.0313 -1.0574 -0.2327 0.1409 0.2139 0.107
H -3.9369 1.4346 -1.2302 0.3906 -0.1537 -0.0844 0.083
P 1.5811 2.0353 1.3355 -0.6104 -0.6262 0.0251 0.853
C 0.1928 3.1926 1.3696 -0.5126 -0.1794 -0.1461 -0.385
C 1.7151 -2.1134 -0.4875 0.8758 -0.8404 -1.1110 -0.154
C 3.5556 3.0063 3.0687 0.3696 0.1666 0.5368 -0.120
H -2.6693 -0.6170 2.2968 0.1804 0.1172 -0.1028 0.085
H 1.6119 2.2193 3.7184 0.0870 0.1319 -0.1308 0.101
C -1.0643 -4.9966 2.9992 -1.5378 0.1041 0.3059 0.047
C -2.9903 1.2997 -1.7724 -0.4433 -0.1562 -0.1134 -0.105
C -1.7598 1.3318 -0.8613 1.2114 0.4272 -0.0019 -0.371
H 1.3712 -5.7346 1.0615 -0.1646 -0.0203 0.4842 0.117
H -3.0426 0.3801 -2.3723 0.0015 0.3424 0.1138 0.065
C -0.9388 0.6127 -4.7883 -0.0716 -0.3100 -0.3170 -0.002
H -4.1655 -2.4039 -0.8719 0.2218 0.1332 0.1658 0.105
H -1.8657 -2.6606 -4.3384 -0.0460 0.0383 -0.0333 0.120
H 2.2124 -5.1555 2.5388 -0.4548 -0.1725 -0.0604 0.115
H 3.2197 4.0484 2.9723 0.1662 -0.3624 -0.0253 0.090
H -4.1570 -1.4893 0.6436 0.1226 -0.1146 -0.2137 0.080
N -3.0824 0.1515 -5.7087 -0.7094 0.2939 -0.6014 0.098
H 2.0183 4.4582 -0.4774 0.3992 -0.1857 0.0957 0.092
N 0.1775 -2.0989 2.4408 1.5339 -0.7744 -1.4740 0.048
H -4.2830 -0.6594 -0.9158 0.2302 -0.2434 0.2187 0.067
C -3.7208 1.1471 1.6242 -0.3634 0.2462 -0.3353 -0.103
H 2.2591 1.9654 -0.9530 -0.0365 0.2143 0.1739 0.090
H -2.1957 2.0702 -5.8411 -0.0950 -0.8926 0.1608 0.139
H -0.6982 2.6187 1.6740 0.2666 0.2578 0.0098 0.056
H -0.8970 -6.0017 3.4053 0.0291 0.3949 -0.1406 0.123
C 0.3837 -3.2686 2.1976 -2.7834 -1.0589 2.7486 -0.188
H -2.9331 2.1494 -2.4698 0.1854 -0.2820 0.2203 0.103
H 0.9808 -6.4533 2.6613 0.1508 0.4319 -0.2414 0.121
H 3.6259 1.8590 0.1429 -0.2364 0.4393 -0.1177 0.022
C 2.7127 -2.0017 0.5212 0.2720 0.0801 -0.5613 -0.324
H 0.8785 -2.7717 -0.3931 -0.4956 -0.5220 -0.0332 0.115
C 2.9418 3.9121 -0.2267 0.2406 0.3854 -0.1508 -0.094
H -0.8609 1.3709 -1.4924 -0.0990 0.1879 -0.1043 0.064
C -0.8430 -0.7416 -4.3681 -0.8679 0.2051 0.1956 -0.219
H 3.9998 2.8918 4.0669 -0.0120 0.1471 -0.2749 0.110
Zr 1.1904 -0.6032 1.3231 -1.5868 1.7710 0.1104 1.484
C 1.2515 -5.5246 2.1387 1.0985 -0.6148 -0.6123 0.029
H 3.3995 4.3513 0.6727 -0.2010 -0.0856 -0.4085 0.081
H -1.8619 -2.3753 -0.0465 -0.0957 0.0001 -0.1135 0.063
H -1.7636 2.2617 -0.2785 0.0524 -0.2586 -0.0797 0.060
C -1.9260 -1.6217 -4.6421 0.0759 0.3943 -0.1738 0.002
C 1.1624 -1.6855 -2.9253 1.7347 -0.4225 2.7553 0.090
H -1.7845 0.8798 2.5281 -0.1149 -0.1040 -0.0061 0.061
P -1.3693 -0.0593 0.3200 -2.3160 0.6301 -0.2960 0.917
H -0.5012 5.0125 2.2255 0.2862 -0.0690 0.1622 0.108
H -0.1325 1.3183 -4.5988 -0.1040 -0.1614 -0.0445 0.116
H -4.1950 1.3235 2.6014 0.3384 -0.0895 -0.2062 0.108
H -1.9420 -1.4439 -1.5344 -0.0318 -0.0396 0.1335 0.065
H 2.7626 1.0008 3.1676 -0.4540 0.6841 0.2071 -0.022
C 0.4035 4.3942 2.2848 0.0205 0.3558 0.0433 -0.092
H -4.4715 0.6288 1.0155 0.3484 0.1168 0.1554 0.071
C 0.2431 -1.2264 -3.5498 -1.6114 0.7020 -1.9012 0.095
H -1.3559 -4.3073 3.8035 0.2245 -0.2265 -0.1598 0.121
N 0.1840 -4.5415 2.3649 1.4101 1.7419 -0.6193 -0.125
H 1.2536 5.0084 1.9535 -0.2961 -0.1597 0.1814 0.086
C -2.2699 -1.4534 -0.4853 0.7925 -0.6959 -0.0083 -0.382
H -3.8880 -1.8134 -5.5879 0.5369 0.7611 0.0384 0.140
H 4.3363 2.7903 2.3242 -0.2497 0.2309 0.2065 0.056
H -1.8851 -5.0285 2.2664 0.3761 -0.1104 0.1603 0.121
H 5.1629 -0.4829 -1.1905 0.0889 0.2658 -0.1611 0.157
C -2.4282 0.3422 1.8147 0.5659 -0.3032 0.5754 -0.385
C -3.7971 -1.4882 -0.3907 -0.4485 0.0990 0.0046 -0.104
H -3.5467 2.1288 1.1682 0.0174 -0.1816 0.1345 0.081
C 2.3878 2.0284 2.9666 -0.0874 -0.3327 0.3089 -0.462
H 0.5530 4.0862 3.3302 -0.0996 0.2470 -0.3467 0.087
Br 4.4811 0.0284 1.7742 -0.4385 -2.3481 -1.9881 0.963
C 2.1025 -1.7439 -1.8295 -3.0778 -0.1252 -1.1843 -0.140
H 2.6800 -2.4724 1.5173 0.1114 0.1327 -0.2782 0.128
C -2.0921 1.0220 -5.4938 0.6060 -0.9330 0.8301 -0.088
C -3.0438 -1.1341 -5.3518 1.2115 0.1749 0.6600 -0.077
C 3.6689 -1.0511 0.2194 2.2762 0.1369 3.2693 -0.511
C 4.1833 -0.9146 -1.0531 -0.1305 0.4285 -1.0205 0.009
C 2.6953 2.4171 -0.0453 0.2688 -0.3529 -0.1213 -0.402
H 3.7557 -1.2212 -3.1113 0.0015 -0.1491 -0.4123 0.165
H 0.0168 3.4904 0.3277 0.0664 0.0284 0.1680 0.092
```
Positions in Å, forces in eV/Å.

***

Number 1: DFT total energy -984.373059 hartree. Number 2: DFT total energy -4559.666480 hartree.